ORCA calculation (ωB97M-V with the def2-TZVPD basis set) on a structure of composition C33H46ClNOP4PtSe in a non-equilibrium geometry.

Output
ΔE to the lowest compared entry with this formula, charge and spin ... 232.1 kJ/mol
Multiplicity ... 5
Net charge ... +2
Largest force on an atom ... 0.17479 Eh/bohr
Orbital gap (spin up / spin down) ... 4.77 / 4.39 eV

Last column: Löwdin charge in e.
Geometry (Å):
P 1.4411 1.1325 -2.4770  1.16
C 3.0917 1.5065 -2.2669  -0.36
C 3.9013 0.8515 -3.2515  -0.08
H 3.4552 0.0429 -3.8351  0.11
C 5.1942 1.3051 -3.4548  -0.05
H 5.7950 0.8387 -4.2488  0.13
C 5.7020 2.3488 -2.6736  -0.03
H 6.7120 2.7098 -2.8575  0.12
C 4.9394 2.9413 -1.6483  -0.04
H 5.3560 3.7502 -1.0348  0.12
C 3.6353 2.5029 -1.4224  -0.05
H 3.0079 2.9163 -0.6281  0.12
C 1.0518 -0.5186 -2.8506  -0.37
C 1.7634 -1.6469 -2.3623  -0.08
H 2.5952 -1.5059 -1.6667  0.11
C 1.4200 -2.9256 -2.7991  -0.06
H 1.9835 -3.7999 -2.4333  0.12
C 0.3922 -3.0949 -3.7354  -0.05
H 0.1496 -4.0904 -4.1054  0.12
C -0.3248 -1.9846 -4.2196  -0.05
H -1.1077 -2.1156 -4.9751  0.12
C -0.0214 -0.7092 -3.7565  -0.08
H -0.5581 0.1634 -4.1404  0.12
C 0.2937 2.3582 -2.7872  -0.36
C 0.6718 2.9847 -4.0122  -0.07
H 1.5973 2.6589 -4.4947  0.11
C -0.1481 3.9616 -4.5642  -0.04
H 0.1318 4.4003 -5.5266  0.12
C -1.3102 4.3602 -3.8844  -0.03
H -1.9417 5.1302 -4.3233  0.12
C -1.6664 3.7911 -2.6524  -0.04
H -2.5686 4.1264 -2.1174  0.12
C -0.8663 2.7788 -2.0994  -0.06
H -1.1062 2.3338 -1.1308  0.07
Pt 0.0809 0.0716 2.5816  0.82
C -1.5300 -1.1329 1.9438  -0.24
C -1.9593 -1.5333 0.7251  -0.37
H -2.0029 -1.4526 2.8801  0.02
C -1.2067 -0.9228 -0.4704  -0.36
O -2.1904 -0.1667 -1.2656  -0.09
H -1.6681 0.3726 -1.8936  0.05
C -0.0310 0.0106 -0.0468  -0.04
H -0.8280 -1.7811 -1.1568  0.12
C 0.5806 0.6680 1.0029  -0.56
Cl 2.1446 1.5061 3.3631  -0.07
P -1.2750 1.9335 2.9670  0.68
P 1.5783 -1.7121 2.6887  0.67
C -0.6675 2.9109 4.3634  -0.27
H 0.3919 3.1343 4.1928  -0.01
H -0.7474 2.3366 5.2947  0.00
H -1.2560 3.8341 4.4231  0.06
C -1.4120 3.1129 1.6018  -0.23
H -2.1300 2.7457 0.8581  0.05
H -0.4340 3.2432 1.1226  0.05
H -1.7582 4.0756 2.0034  0.06
C -2.9625 1.4191 3.3532  -0.24
H -2.9372 0.6915 4.1710  0.04
H -3.4244 0.9533 2.4751  0.04
H -3.5488 2.2959 3.6533  0.06
C 2.3613 -1.7599 4.3227  -0.27
H 1.6258 -2.0865 5.0625  0.03
H 2.6970 -0.7490 4.5780  -0.01
H 3.2098 -2.4534 4.2907  0.06
C 0.8198 -3.3405 2.4567  -0.24
H 0.4312 -3.4410 1.4359  0.04
H -0.0115 -3.4437 3.1624  0.04
H 1.5588 -4.1319 2.6423  0.06
C 2.9573 -1.6621 1.5136  -0.23
H 3.3690 -0.6468 1.4829  0.04
H 2.6123 -1.9490 0.5124  0.02
H 3.7312 -2.3662 1.8531  0.06
P -3.3625 -2.6374 0.3003  0.88
C -3.8607 -3.5432 1.7493  -0.17
C -2.7476 -3.7183 -0.9959  -0.16
H -4.1152 -2.8365 2.5513  0.07
H -3.0454 -4.2098 2.0650  0.07
H -4.7428 -4.1315 1.4572  0.08
H -2.3592 -3.1457 -1.8493  0.05
H -3.5837 -4.3453 -1.3316  0.07
H -1.9496 -4.3608 -0.5992  0.07
C -4.6656 -1.5951 -0.3446  -0.16
H -5.0584 -0.9678 0.4647  0.07
H -5.4580 -2.2444 -0.7348  0.07
H -4.2533 -0.9537 -1.1341  0.05
H 1.4264 1.3553 1.0229  -0.01
Se -0.0840 0.3229 7.3324  0.99
C -0.3797 -0.3098 5.7250  -0.77
N -0.5917 -0.7648 4.6123  -0.01

ORCA calculation (ωB97M-V with the def2-TZVPD basis set) on a structure of composition C33H47As2CaN3S2SiTe.

Output
Largest force on an atom ... 0.01619 Eh/bohr
Orbital gap ... 6.15 eV

Last column: Löwdin charge in e.
Geometry (Å):
Ca 0.1372 0.3201 -0.2066  0.60
C -1.3875 -3.3482 1.7071  -0.31
As 0.2632 -2.3101 1.6052  1.09
C 0.7079 -2.2692 3.5055  -0.29
C 1.5124 -3.7128 1.0439  -0.43
C 1.3860 -5.0122 1.5296  -0.12
C 2.2798 -6.0019 1.1549  -0.08
C 3.3223 -5.6954 0.2925  -0.08
C 3.4617 -4.4039 -0.1915  -0.11
C 2.5615 -3.4043 0.1732  -0.43
As 2.7533 -1.5744 -0.4943  1.09
C 4.1558 -1.8010 -1.8265  -0.32
C 3.8349 -0.8619 0.9769  -0.30
H -1.3564 -4.0571 2.5339  0.02
H -1.5334 -3.8853 0.7708  0.03
H -2.2156 -2.6564 1.8512  0.01
H 0.9136 -3.2802 3.8551  0.03
H -0.1393 -1.8572 4.0490  0.01
H 1.5804 -1.6374 3.6662  0.02
H 0.5755 -5.2636 2.2042  0.09
H 2.1629 -7.0092 1.5338  0.10
H 4.0280 -6.4608 -0.0033  0.10
H 4.2813 -4.1813 -0.8624  0.09
H 5.0954 -2.0914 -1.3575  0.03
H 4.2888 -0.8477 -2.3367  0.01
H 3.8585 -2.5466 -2.5627  0.03
H 4.6638 -1.5383 1.1875  0.03
H 3.2131 -0.7404 1.8634  -0.01
H 4.2135 0.1231 0.7072  0.00
N -4.4121 0.7003 0.6022  0.18
C -4.5543 0.0576 -0.6158  -0.19
C -5.6298 -0.0800 -1.4855  -0.01
C -5.4092 -0.8357 -2.6196  -0.08
C -4.1666 -1.4373 -2.8743  -0.08
C -3.1066 -1.2939 -2.0036  -0.02
C -3.3099 -0.5243 -0.8616  -0.24
N -2.4342 -0.2286 0.1807  0.09
C -3.1371 0.4882 1.0274  -0.27
C -2.6433 1.0139 2.3000  -0.34
C -3.1818 2.0455 3.0096  -0.34
S -2.2502 2.3294 4.4048  1.04
C -1.2598 0.9992 3.9961  -0.55
N -1.5413 0.4240 2.8643  0.01
H -5.1245 1.1995 1.1044  0.16
H -6.5886 0.3798 -1.2894  0.11
H -6.2134 -0.9674 -3.3310  0.10
H -4.0357 -2.0141 -3.7796  0.11
H -2.1451 -1.7471 -2.2054  0.10
H -4.0162 2.6780 2.7588  0.08
H -0.4155 0.7257 4.6101  0.07
Te 1.1582 2.1918 1.9377  0.61
C 2.6819 3.3131 1.0226  -1.07
C 3.6110 2.9315 0.0955  -0.29
C 4.4795 3.9857 -0.3054  -0.21
C 4.2026 5.1562 0.3300  -0.44
S 2.8812 4.9739 1.4042  0.89
H 3.6651 1.9296 -0.3053  0.06
H 5.2679 3.8733 -1.0358  0.10
H 4.6985 6.1061 0.2191  0.06
C 2.0915 1.8368 -3.0363  -0.24
Si 0.2969 1.1448 -2.9289  0.60
C 0.2928 -0.1373 -4.4218  -0.67
C 1.2761 0.2108 -5.5447  -0.12
C -1.0858 -0.3053 -5.0615  -0.11
C 0.7293 -1.4894 -3.8463  -0.15
C -0.7801 2.7216 -3.3094  -0.69
C -0.6070 3.6330 -2.0849  -0.14
C -0.3417 3.4944 -4.5540  -0.10
C -2.2748 2.4062 -3.4191  -0.12
H 2.3518 2.1995 -4.0330  0.02
H 2.8297 1.0738 -2.7658  -0.01
H 2.2261 2.6661 -2.3396  0.00
H 1.0709 1.1904 -5.9799  0.07
H 1.2063 -0.5288 -6.3526  0.08
H 2.3101 0.2169 -5.1972  0.07
H -1.3458 0.5588 -5.6751  0.07
H -1.8807 -0.4317 -4.3259  0.04
H -1.0924 -1.1836 -5.7210  0.08
H 1.7364 -1.4358 -3.4211  0.04
H 0.7414 -2.2596 -4.6285  0.08
H 0.0614 -1.8358 -3.0496  0.04
H 0.4386 3.8702 -1.8714  0.07
H -1.0272 3.1803 -1.1791  0.05
H -1.1333 4.5832 -2.2409  0.08
H 0.6900 3.8409 -4.4722  0.07
H -0.9749 4.3784 -4.7031  0.08
H -0.4177 2.8848 -5.4569  0.06
H -2.6137 1.7569 -2.6036  0.06
H -2.5335 1.9154 -4.3571  0.06
H -2.8580 3.3343 -3.3651  0.08

So what do the calculations give for molecular weight? Going down the list: 906.12; 895.50 g/mol.